Entry from OMol25: a structure of composition C3H5N3O at a distorted geometry (wB97M-V/def2-TZVPD).

Last column: Löwdin charge in e.
Geometry (Å):
1 C 0.1677 0.5758 -1.2193  -0.13
2 C -0.1169 -0.6743 -1.1026  0.10
3 C 0.5145 1.2479 0.1536  -0.20
4 N -0.4688 -1.8837 1.4036  -0.15
5 N 0.0879 0.3646 1.2103  -0.03
6 N -0.1843 -0.8768 0.7589  -0.11
7 O -0.7192 -2.9470 0.8398  -0.11
8 H 0.1296 1.0933 -2.2177  0.13
9 H -0.2488 -1.6524 -1.6822  0.11
10 H 1.5696 1.6478 0.1885  0.12
11 H -0.0516 2.2593 -0.0125  0.14
12 H -0.6797 0.8455 1.6797  0.14

Summary:
energy above the lowest of the compared OMol25 structures with the same formula, charge and spin = 161.0 kcal per mole
E_LUMO = 0.66 eV
molecular weight = 99.09 g mol⁻¹
gap between HOMO and LUMO = 9.1145 eV